1.
98
Properties=species:S:1:pos:R:3:forces:R:3:lowdin_spin:R:1 method="wB97M-V/def2-TZVPD" multiplicity=4 total_charge=-2 energy_ev=-94643.1908 lumo_ev="3.73 / 3.73" relative_energy_ev=0.3024 homo_energy_ev="-1.137 / -2.187"
Mo 0.610 0.903 0.314 0.12 0.44 1.00 2.50
I 1.562 -0.234 -3.487 0.06 0.10 -0.04 0.01
C 0.756 1.707 -3.692 0.07 -0.11 0.07 0.00
C 0.379 1.963 -4.982 -0.16 0.22 -0.04 0.01
C 0.003 3.263 -5.370 0.01 -0.08 0.00 0.00
C 0.099 4.265 -4.456 -0.01 0.04 0.04 0.00
C 0.498 4.015 -3.122 0.06 -0.10 -0.01 0.00
C 0.636 5.125 -2.257 -0.09 -0.01 -0.09 0.03
C 1.052 4.928 -0.981 0.07 -0.09 0.13 0.00
C 1.214 3.617 -0.493 0.06 0.03 -0.14 0.03
C 1.004 2.460 -1.231 -0.02 0.02 -0.26 -0.01
C 0.771 2.684 -2.644 -0.14 0.10 -0.07 0.01
H 0.371 1.166 -5.712 0.06 -0.01 0.00 0.00
H -0.332 3.451 -6.384 0.01 0.00 0.04 0.00
H -0.141 5.290 -4.726 -0.01 -0.06 0.01 0.00
H 0.385 6.113 -2.629 0.05 -0.03 -0.03 0.00
H 1.192 5.769 -0.309 -0.03 -0.01 0.01 0.00
H 1.447 3.531 0.558 -0.04 -0.02 0.10 0.00
O 2.339 1.612 1.191 0.87 0.68 0.44 0.05
N 3.035 0.964 2.102 -0.35 -0.33 -0.05 0.00
C 4.324 1.320 2.208 0.46 0.03 0.05 0.01
C 5.179 0.707 3.082 0.18 0.19 -0.01 0.00
C 4.683 -0.318 3.891 0.14 0.01 0.02 0.01
C 3.367 -0.659 3.789 -0.32 -0.02 -0.09 0.00
C 2.485 -0.029 2.871 -0.16 -0.18 0.13 0.01
S 0.851 -0.464 2.707 0.17 0.04 -0.09 0.02
H 4.610 2.107 1.528 -0.03 0.01 -0.01 0.00
H 6.210 1.028 3.130 -0.03 -0.01 -0.04 0.00
H 5.335 -0.848 4.576 -0.03 0.05 0.02 0.00
H 2.945 -1.450 4.394 -0.04 0.02 -0.04 0.00
C 0.006 -4.290 -2.825 0.03 0.01 0.01 0.00
O -0.934 -3.734 -1.926 0.12 0.05 -0.30 0.00
C -1.547 -4.541 -1.044 -0.11 -0.15 -0.11 0.00
C -1.642 -5.919 -1.191 0.06 -0.06 -0.07 0.00
C -2.393 -6.675 -0.299 -0.05 0.04 0.05 0.00
C -3.070 -6.044 0.729 -0.07 0.05 0.04 0.00
C -2.946 -4.669 0.900 -0.05 -0.18 0.14 0.00
C -2.159 -3.904 0.051 0.05 0.13 0.12 0.00
N -2.041 -2.533 0.268 -0.18 -0.09 -0.11 0.01
C -0.924 -1.736 0.058 0.25 -0.06 0.06 0.03
N 0.228 -2.423 0.096 0.41 0.02 0.24 0.02
C 1.564 -2.016 -0.127 -0.46 0.10 -0.14 0.02
C 1.915 -0.683 -0.294 0.34 -0.24 -0.01 0.02
C 3.285 -0.468 -0.555 0.11 -0.09 0.01 0.02
C 4.219 -1.487 -0.597 -0.09 0.03 0.04 0.00
C 3.832 -2.809 -0.356 0.09 0.05 -0.08 0.03
C 2.492 -3.057 -0.130 0.12 -0.01 -0.11 0.00
O 1.973 -4.320 0.101 0.02 -0.26 0.06 0.00
C 2.876 -5.297 0.559 -0.06 -0.02 -0.01 0.00
N -1.029 -0.445 -0.079 -1.31 0.01 -0.17 0.05
C -2.410 0.016 -0.008 0.26 -0.26 0.27 0.01
C -2.837 0.537 1.209 0.03 0.10 0.11 0.00
C -4.171 0.822 1.450 -0.10 -0.07 0.03 0.00
C -5.114 0.568 0.462 0.09 0.03 -0.07 0.00
C -4.695 0.094 -0.769 -0.12 -0.02 0.04 0.00
C -3.353 -0.183 -1.019 -0.04 0.07 -0.13 0.00
O -3.093 -0.707 -2.240 0.24 -0.10 -0.14 0.00
C -1.812 -0.424 -2.827 -0.14 0.05 -0.02 0.00
H 0.551 -3.447 -3.242 -0.01 0.04 -0.03 0.00
H -0.488 -4.838 -3.632 -0.04 -0.02 0.00 0.00
H 0.707 -4.948 -2.304 -0.02 0.03 0.04 0.00
H -1.158 -6.402 -2.030 0.00 0.05 0.05 0.00
H -2.457 -7.748 -0.427 -0.02 0.01 -0.01 0.00
H -3.687 -6.617 1.411 0.03 0.03 0.00 0.00
H -3.456 -4.168 1.716 0.06 -0.04 0.00 0.00
H -2.811 -2.063 0.720 -0.08 0.05 -0.11 0.00
H 0.137 -3.395 0.336 0.03 0.00 0.06 0.00
H 3.614 0.550 -0.737 -0.01 0.02 0.02 0.00
H 5.260 -1.270 -0.817 -0.03 0.01 0.05 0.00
H 4.563 -3.607 -0.363 -0.04 0.00 0.00 0.00
H 2.279 -6.136 0.908 -0.03 -0.03 -0.01 0.00
H 3.486 -4.919 1.383 0.01 0.04 0.02 0.00
H 3.540 -5.643 -0.239 0.04 0.00 -0.05 0.00
H -2.083 0.745 1.959 0.01 -0.03 -0.03 0.00
H -4.470 1.233 2.407 0.03 -0.02 -0.03 0.00
H -6.169 0.752 0.639 0.06 0.07 -0.02 0.00
H -5.393 -0.078 -1.582 0.05 0.02 0.07 0.00
H -1.957 -0.465 -3.906 -0.05 0.01 -0.01 0.00
H -1.080 -1.173 -2.537 -0.05 -0.03 0.03 0.00
H -1.479 0.579 -2.559 -0.04 0.00 0.03 0.00
C -1.176 4.990 2.141 -0.12 0.11 -0.20 0.00
Si -0.629 3.335 2.852 -0.05 0.26 0.18 0.01
C -1.997 2.799 4.053 -0.19 -0.11 0.02 0.00
C 0.846 3.724 3.984 0.21 -0.01 0.08 0.00
O -0.311 2.246 1.759 0.01 -0.54 -0.69 0.07
H -1.731 5.602 2.866 0.09 -0.08 -0.05 0.00
H -1.821 4.806 1.269 0.11 0.04 0.12 0.00
H -0.314 5.575 1.794 -0.10 -0.07 0.02 0.00
H -2.104 3.508 4.885 0.02 -0.07 -0.10 0.00
H -1.782 1.808 4.473 -0.01 0.09 -0.04 0.00
H -2.961 2.745 3.531 0.12 0.00 0.07 0.00
H 0.548 4.393 4.805 0.03 -0.06 -0.10 0.00
H 1.650 4.219 3.423 -0.08 -0.09 0.04 0.00
H 1.260 2.808 4.426 -0.05 0.08 -0.06 0.00
O -2.460 2.788 -2.894 -0.15 0.11 0.58 0.00
N -2.510 3.208 -1.705 0.17 0.14 -0.05 0.00
O -3.176 4.237 -1.427 0.25 -0.51 -0.14 0.00
O -1.872 2.608 -0.803 -0.53 0.43 -0.59 0.02



2.
29
Properties=species:S:1:pos:R:3:forces:R:3:lowdin_charge:R:1 method="wB97M-V/def2-TZVPD" energy_ev=-21741.8219 lumo_ev=0.37 relative_energy_ev=0.7779 homo_energy_ev=-9.999
C 3.840 0.705 -0.865 0.59 0.17 -1.23 -0.04
C 2.629 -0.123 -0.561 -1.47 -0.68 -1.14 -0.29
N 1.536 0.655 0.042 -0.28 -1.85 -0.98 0.11
C 0.302 0.023 0.094 0.15 0.29 -0.43 -0.41
O 0.124 -1.103 -0.367 0.50 1.12 0.53 0.08
C -0.827 0.850 0.730 0.33 -0.86 0.78 -0.31
N -1.126 2.007 -0.104 -0.86 0.17 0.60 0.06
C -2.052 -0.073 0.951 0.53 0.20 0.49 -0.14
C -2.836 -0.307 -0.309 -0.26 0.76 -0.79 -0.13
C -4.238 -0.844 -0.125 -0.33 -0.83 1.64 -0.46
O -4.903 -0.685 0.899 1.15 -0.36 -2.80 0.08
O -4.685 -1.582 -1.200 0.19 0.35 0.58 0.08
C 2.985 -1.350 0.270 0.34 0.61 -0.12 -0.51
O 3.730 -2.204 -0.123 -0.13 -0.19 0.15 0.12
O 2.424 -1.300 1.479 0.02 -0.52 0.65 0.12
H 4.272 0.992 0.081 0.60 0.37 0.08 0.09
H 3.624 1.590 -1.501 -0.22 -0.36 0.66 0.09
H 4.554 0.131 -1.501 -0.37 0.18 0.91 0.10
H 2.244 -0.617 -1.501 0.22 0.74 0.79 0.17
H 1.709 1.584 0.364 -0.09 0.23 0.29 0.13
H -0.450 1.167 1.737 -0.21 -0.33 -0.53 0.15
H -0.281 2.481 -0.332 0.68 0.40 -0.37 0.05
H -1.650 2.666 0.479 0.01 -0.17 -0.40 0.10
H -2.704 0.397 1.687 -0.06 -0.08 0.09 0.12
H -1.674 -1.024 1.367 -0.28 0.44 -0.11 0.13
H -2.227 -0.813 -1.064 -0.27 -0.42 0.23 0.12
H -3.008 0.667 -0.785 0.00 0.10 0.07 0.13
H -3.943 -1.775 -1.811 -0.55 0.36 0.58 0.12
H 2.632 -2.116 1.967 0.08 0.14 -0.23 0.14



3.
12
Properties=species:S:1:pos:R:3:forces:R:3:lowdin_charge:R:1 method="wB97M-V/def2-TZVPD" energy_ev=-19506.1985 lumo_ev=0.55 relative_energy_ev=2.7519 homo_energy_ev=-9.626
H 2.759 -0.965 1.090 -0.17 -0.04 -0.33 0.02
N 2.609 -0.077 0.616 -1.86 0.52 -1.83 0.05
C 1.508 -0.021 -0.085 -0.78 1.02 1.34 -0.81
N 0.932 1.166 -0.582 -2.47 -4.59 -1.72 0.05
S 0.370 -1.369 -0.180 -0.92 -1.16 0.64 0.96
N -1.231 -0.770 -0.511 1.85 1.49 6.37 -0.29
C -2.117 -0.112 0.404 3.45 -1.95 2.33 -0.40
O -3.237 0.206 0.279 -1.54 0.62 -1.28 0.08
H 1.501 1.792 -0.145 0.66 3.73 0.88 0.04
H -0.158 1.119 -0.930 4.24 0.75 1.63 0.16
H -1.346 -0.889 -1.399 -2.05 -0.56 -6.57 -0.01
H -1.592 -0.082 1.443 -0.43 0.16 -1.46 0.15